Formula: C37H33N6NiP2
Source: the OMol25 dataset
Level of theory: ωB97M-V with the def2-TZVPD basis set

Summary:
- Largest force on an atom: 0.91 eV/A
- HOMO energy: -10.240 eV
- HOMO-LUMO gap: 0.309 Ha

```
! wB97M-V def2-TZVPD RIJCOSX def2/J DEFGRID3
* xyz 1 1
Ni 0.9867 0.2750 -0.2866
C -1.0663 4.7733 2.6833
C -1.8354 3.6324 2.4887
C -1.2168 2.4118 2.2792
C 0.1756 2.3168 2.2781
C 0.9399 3.4609 2.4793
C 0.3181 4.6860 2.6762
P 0.9360 0.7172 1.9200
C 0.5470 -0.3665 3.3126
C -0.1765 0.0505 4.4241
C -0.4229 -0.8398 5.4613
C 0.0552 -2.1388 5.3936
C 0.7906 -2.5549 4.2893
C 1.0332 -1.6738 3.2511
C 2.6908 0.9197 1.6872
C 3.8221 1.1049 2.4698
C 5.0417 1.1303 1.8142
C 5.0974 0.9555 0.4274
C 3.9567 0.7351 -0.3321
C 2.7152 0.7118 0.3077
H -1.5478 5.7285 2.8460
H -2.9157 3.6961 2.4936
H -1.8242 1.5284 2.1083
H 2.0207 3.3972 2.4717
H 0.9183 5.5728 2.8314
H -0.5461 1.0652 4.4867
H -0.9854 -0.5118 6.3254
H -0.1391 -2.8287 6.2041
H 1.1698 -3.5668 4.2381
H 1.6027 -2.0007 2.3876
H 3.7600 1.2119 3.5459
H 5.9578 1.2740 2.3713
H 6.0648 0.9782 -0.0596
H 4.0402 0.5781 -1.3995
N -1.8562 -0.4150 -1.6277
P -0.7288 -1.3993 -0.7890
C -1.8017 -2.3962 0.2712
C -1.9235 -2.0225 1.6067
C -2.7690 -2.7202 2.4572
C -3.4989 -3.7938 1.9706
C -3.3839 -4.1720 0.6388
C -2.5362 -3.4796 -0.2093
C -0.1696 -2.5536 -2.0724
C -0.6799 -2.5625 -3.3667
C -0.1862 -3.4554 -4.3086
C 0.8190 -4.3448 -3.9612
C 1.3383 -4.3340 -2.6736
C 0.8508 -3.4401 -1.7361
C -1.8220 0.9628 -1.5818
C -2.8465 1.7209 -2.1737
C -2.7569 3.0913 -2.1257
C -1.6642 3.6937 -1.4986
C -0.7156 2.8702 -0.9352
N -0.7834 1.5305 -0.9770
H -2.7324 -0.8054 -1.9432
H -1.3541 -1.1859 1.9815
H -2.8482 -2.4273 3.4961
H -4.1570 -4.3426 2.6314
H -3.9490 -5.0162 0.2668
H -2.4263 -3.8019 -1.2385
H -1.4511 -1.8610 -3.6570
H -0.5854 -3.4541 -5.3143
H 1.2038 -5.0394 -4.6959
H 2.1315 -5.0189 -2.4047
H 1.2787 -3.4287 -0.7392
H -3.6815 1.2258 -2.6513
H -3.5353 3.6970 -2.5718
H -1.5677 4.7668 -1.4249
H 0.1452 3.2735 -0.4138
N 0.2574 2.3033 -4.4250
C 0.9081 1.3503 -5.1117
N 0.9329 1.4325 -6.4502
N 1.5164 0.3007 -4.5673
C 1.4873 0.2665 -3.2569
N 1.4722 0.2251 -2.1031
H -0.1934 3.0709 -4.8887
H 0.1882 2.2517 -3.4200
H 0.6057 2.2428 -6.9431
H 1.5041 0.7646 -6.9383
*
```

=====

Formula: C21H17N3O2S
Source: the OMol25 dataset
Level of theory: ωB97M-V with the def2-TZVPD basis set

Summary:
- Largest force on an atom: 0.84 eV/A
- HOMO energy: -8.271 eV
- HOMO-LUMO gap: 0.311 Ha

```
! wB97M-V def2-TZVPD RIJCOSX def2/J DEFGRID3
* xyz 0 1
O -2.1589 -3.6365 -1.8107
S -1.9641 -3.0329 -0.5321
O -2.3486 -3.7495 0.6489
N -0.3157 -2.7418 -0.3113
N 0.2720 -1.8481 -1.1259
C 1.4423 -1.3880 -0.9077
C 2.3692 -1.7041 0.1513
C 2.5375 -2.8632 0.8915
C 3.6767 -2.6957 1.6939
C 4.1806 -1.4513 1.4261
N 3.3956 -0.8481 0.4929
C 3.5911 0.4576 0.0199
C 4.8731 0.8816 -0.3180
C 5.0783 2.1723 -0.7684
C 4.0113 3.0471 -0.8893
C 2.7358 2.6281 -0.5500
C 2.5215 1.3414 -0.0910
C -2.6698 -1.3941 -0.5252
C -2.4952 -0.5957 -1.6608
C -3.0051 0.6726 -1.6652
C -3.7082 1.1737 -0.5460
C -4.2586 2.4726 -0.5305
C -4.9438 2.9295 0.5608
C -5.1096 2.1117 1.6899
C -4.5869 0.8488 1.7100
C -3.8770 0.3473 0.5990
C -3.3299 -0.9539 0.5818
H 0.0429 -2.8946 0.6265
H 1.7667 -0.6612 -1.6424
H 1.9482 -3.7564 0.8193
H 4.0782 -3.4091 2.3856
H 5.0195 -0.9404 1.8560
H 5.7002 0.1921 -0.2382
H 6.0748 2.4935 -1.0318
H 4.1742 4.0530 -1.2450
H 1.9015 3.3081 -0.6350
H 1.5299 1.0211 0.1925
H -1.9621 -1.0116 -2.4993
H -2.8840 1.3104 -2.5285
H -4.1317 3.0995 -1.4013
H -5.3650 3.9240 0.5620
H -5.6555 2.4897 2.5415
H -4.7116 0.2123 2.5736
H -3.4403 -1.6117 1.4304
*
```

=====

Formula: CH7NO3
Source: the OMol25 dataset
Level of theory: ωB97M-V with the def2-TZVPD basis set

Summary:
- Largest force on an atom: 2.37 eV/A
- HOMO energy: -9.958 eV
- HOMO-LUMO gap: 0.379 Ha

```
! wB97M-V def2-TZVPD RIJCOSX def2/J DEFGRID3
* xyz 0 1
N 2.0164 -0.8985 -0.3387
C 0.6632 -0.9406 -0.6473
O 0.3237 -1.0940 -1.8011
H 2.6656 -0.8252 -1.0871
H 2.3474 -0.7334 0.5988
H 0.0292 -0.8433 0.2277
O -0.1345 0.4866 1.9392
H -0.6413 0.0874 2.6849
H -0.2784 1.4004 2.1797
O -2.4515 1.8081 0.0340
H -1.9529 1.0228 0.2874
H -1.8566 2.1220 -0.6646
*
```

=====

Formula: C15H32InNO2P2
Source: the OMol25 dataset
Level of theory: ωB97M-V with the def2-TZVPD basis set

Summary:
- Largest force on an atom: 4.80 eV/A
- HOMO energy (alpha / beta): -14.832 / -14.959 eV
- HOMO-LUMO gap (alpha / beta): 0.214 / 0.240 Ha

```
! wB97M-V def2-TZVPD RIJCOSX def2/J DEFGRID3
* xyz 2 1
In 0.0301 0.1014 0.5688
P 2.3933 -0.8561 0.1733
C 2.3875 -1.2566 -1.5045
C 1.1610 -1.4620 -2.1667
N -0.0334 -1.1548 -1.5433
C -1.2037 -1.4143 -2.1406
C -1.2448 -2.1047 -3.3504
C -0.0505 -2.5074 -3.9630
C 1.1485 -2.2025 -3.3743
C -2.4641 -0.7024 -1.6503
P -2.1093 0.8824 -0.7337
H 2.1077 -2.5415 -3.8085
H -2.2273 -2.2779 -3.7951
H -0.0968 -3.1340 -4.8483
H -3.1365 -0.4508 -2.4891
H -3.0704 -1.3278 -0.9850
H 2.5120 2.8766 -4.4218
H 3.2836 -1.5048 -2.0541
H -0.7656 3.7699 -0.2368
O 2.8897 3.1185 -3.6020
H 3.7194 2.5958 -3.5492
H -0.2756 1.5643 0.1700
O 0.1855 3.7544 -0.1570
H 0.5126 3.4411 -0.9810
C -1.9883 2.0846 -2.1008
H -2.8062 1.8589 -2.7982
H -2.1068 3.1138 -1.7110
H -1.0158 1.9668 -2.6084
C -3.7144 1.2439 0.0421
H -3.5966 2.1616 0.6377
H -4.4803 1.3941 -0.7374
H -3.9805 0.3892 0.6824
C 2.5207 -2.3800 1.1698
H 3.5125 -2.8382 1.1399
H 2.2641 -2.1090 2.1883
H 1.8146 -3.1330 0.8143
C 3.8251 0.1166 0.6335
H 3.8085 0.3897 1.6909
H 4.7230 -0.4624 0.4227
H 3.8339 1.0212 0.0273
C -1.5299 -0.5345 4.7924
C -0.8181 0.1534 3.6241
C 0.5585 0.6481 4.0740
C -0.7638 -0.7590 2.4123
H -0.9914 -1.4368 5.0973
H -2.5476 -0.8218 4.5176
H -1.5896 0.1254 5.6634
H -1.4080 1.0407 3.3599
H 1.2124 -0.1850 4.3622
H 1.0643 1.2316 3.2945
H 0.4498 1.2962 4.9541
H -0.1416 -1.6350 2.6297
H -1.7613 -1.1480 2.1681
*
```

=====

Formula: C15H18N2O3W
Source: the OMol25 dataset
Level of theory: ωB97M-V with the def2-TZVPD basis set

Summary:
- Largest force on an atom: 4.02 eV/A
- HOMO energy: -6.858 eV
- HOMO-LUMO gap: 0.245 Ha

```
! wB97M-V def2-TZVPD RIJCOSX def2/J DEFGRID3
* xyz 0 1
W 0.0885 2.1007 0.5677
C -3.4868 3.9294 1.9986
C -2.5879 2.7783 1.6780
O -1.5791 3.0830 0.8673
C -2.8099 1.5051 2.1093
C -2.0486 0.3380 1.7774
C -2.5686 -1.0319 2.0829
N -0.8993 0.4500 1.1708
N -0.1136 -0.6781 0.8765
C 0.8358 -0.2712 0.0820
O 1.5963 1.4493 1.1183
C 1.9406 -1.2158 -0.2274
C 1.6345 -2.5524 -0.4787
C 2.6368 -3.4430 -0.8307
C 3.9536 -3.0149 -0.9215
C 4.2644 -1.6915 -0.6458
C 3.2648 -0.7958 -0.2972
H -2.8960 4.8227 2.1978
H -4.1089 3.7144 2.8652
H -4.1360 4.1464 1.1477
H -3.6848 1.3445 2.7242
H -3.4460 -0.9789 2.7233
H -1.7931 -1.6271 2.5641
H -2.8367 -1.5479 1.1588
H 0.6101 -2.8867 -0.3808
H 2.3873 -4.4783 -1.0254
H 4.7347 -3.7128 -1.1939
H 5.2919 -1.3542 -0.6938
H 3.5079 0.2302 -0.0557
C -0.8567 -0.7562 -2.5333
O -0.8968 0.2452 -1.5296
C 0.3595 0.6963 -1.0702
C 1.3669 1.0005 -2.1528
H -0.1907 -1.5795 -2.2624
H -0.5444 -0.3499 -3.4989
H -1.8711 -1.1396 -2.6262
H 1.6816 0.1118 -2.7101
H 2.2612 1.4431 -1.7185
H 0.9386 1.7167 -2.8569
*
```

=====

Formula: C33H32I2N5W
Source: the OMol25 dataset
Level of theory: ωB97M-V with the def2-TZVPD basis set

Summary:
- Largest force on an atom: 0.30 eV/A
- HOMO energy (alpha / beta): -16.446 / -16.446 eV
- HOMO-LUMO gap (alpha / beta): 0.246 / 0.237 Ha

```
! wB97M-V def2-TZVPD RIJCOSX def2/J DEFGRID3
* xyz 3 3
W -0.7268 1.0578 0.4752
C -0.8813 -0.3045 -4.1146
C 0.0134 -1.5091 -4.2295
C 0.5644 -1.8670 -5.4548
C 1.3635 -2.9950 -5.5860
C 1.6297 -3.8002 -4.4896
C 1.0956 -3.4689 -3.2542
C 0.3031 -2.3362 -3.1393
N -0.2512 -2.0277 -1.8347
C 0.2625 -1.1320 -1.0259
N 1.3283 -0.4325 -1.3985
C 2.0046 0.5908 -0.6629
C 1.3162 1.4089 0.2603
C 2.0891 2.3267 0.9902
C 3.4467 2.4544 0.7708
C 4.0697 1.6741 -0.1939
C 3.3676 0.7216 -0.9246
C 4.0606 -0.1472 -1.9384
N -0.3178 -0.8550 0.2209
C 0.0046 -1.8390 1.2678
C 1.0800 -1.5388 2.1005
C 1.4213 -2.4037 3.1269
C 0.6829 -3.5631 3.3170
C -0.3874 -3.8462 2.4837
C -0.7534 -2.9987 1.4384
C -1.9365 -3.3594 0.5808
H -1.1856 0.0318 -5.1038
H -0.3773 0.5453 -3.6370
H -1.7798 -0.5437 -3.5422
H 0.3522 -1.2599 -6.3258
H 1.7711 -3.2506 -6.5546
H 2.2426 -4.6845 -4.5942
H 1.2859 -4.0862 -2.3849
H -1.0533 -2.5420 -1.4949
H 1.7364 -0.6988 -2.2914
H 1.6342 2.9430 1.7536
H 4.0246 3.1644 1.3465
H 5.1313 1.7892 -0.3722
H 5.1246 0.0733 -1.9650
H 3.6775 0.0224 -2.9497
H 3.9501 -1.2079 -1.7027
H 1.6543 -0.6362 1.9360
H 2.2601 -2.1741 3.7698
H 0.9394 -4.2478 4.1138
H -0.9624 -4.7504 2.6423
H -2.6829 -3.8948 1.1656
H -1.6490 -4.0348 -0.2307
H -2.4185 -2.4749 0.1598
I -3.1075 2.2663 -0.6213
C -4.2473 0.9876 -1.9314
I -4.6015 -0.9511 -1.2157
H -3.7082 0.9673 -2.8707
H -5.1892 1.5194 -2.0211
C -2.5106 -0.0959 4.2581
C -2.5028 1.0743 5.0015
C -2.0209 2.2408 4.4239
C -1.5438 2.2171 3.1288
N -1.5190 1.0571 2.4187
C -2.0103 -0.0692 2.9753
C -1.0777 3.4132 2.4008
C -0.9992 4.6785 2.9559
C -0.5862 5.7393 2.1631
C -0.2576 5.5089 0.8339
C -0.3369 4.2208 0.3494
N -0.7414 3.1897 1.1120
H -2.8942 -1.0221 4.6614
H -2.8787 1.0862 6.0160
H -2.0330 3.1638 4.9839
H -1.9833 -0.9637 2.3692
H -1.2553 4.8469 3.9912
H -0.5224 6.7355 2.5805
H 0.0643 6.3102 0.1841
H -0.0622 3.9864 -0.6711
*
```

=====

Formula: C2H3N3
Source: the OMol25 dataset
Level of theory: ωB97M-V with the def2-TZVPD basis set

Summary:
- Largest force on an atom: 13.46 eV/A
- HOMO energy: -10.125 eV
- HOMO-LUMO gap: 0.356 Ha

```
! wB97M-V def2-TZVPD RIJCOSX def2/J DEFGRID3
* xyz 0 1
H 0.1575 2.0611 0.0841
N -0.5820 1.3196 -0.0796
C -0.1313 0.1569 0.3032
N -0.9881 -0.9956 0.0500
C 1.3612 -0.0108 0.3824
N 2.5908 -0.1604 -0.1588
H -0.5734 -1.9667 -0.2217
H -1.8347 -0.4040 -0.3596
*
```

=====

Formula: C22H34ClN2O3RuSb2
Source: the OMol25 dataset
Level of theory: ωB97M-V with the def2-TZVPD basis set

Summary:
- Largest force on an atom: 0.69 eV/A
- HOMO energy (alpha / beta): -10.848 / -10.921 eV
- HOMO-LUMO gap (alpha / beta): 0.286 / 0.210 Ha

```
! wB97M-V def2-TZVPD RIJCOSX def2/J DEFGRID3
* xyz 1 5
Ru -1.0868 -0.1897 0.4101
N -0.6420 -0.2447 2.6806
C -0.9891 -1.4938 3.4020
C -0.2405 -2.7163 2.8870
C -0.7066 -3.2748 1.5506
N -0.3438 -2.4370 0.3830
H 0.3278 -0.0100 2.8762
H -1.2121 0.5044 3.0344
H -2.0664 -1.6352 3.3087
H -0.7588 -1.3619 4.4613
H -0.3853 -3.5025 3.6304
H 0.8383 -2.5239 2.8711
H -1.7896 -3.3856 1.5550
H -0.2795 -4.2714 1.4205
H -0.8469 -2.7721 -0.4437
H 0.6449 -2.5524 0.1958
C 3.9058 -1.6427 -0.3883
Sb 2.2494 -0.3071 -0.1446
C 2.3703 0.5003 -2.1150
C 3.2682 1.2667 0.9589
C 3.7697 2.3233 0.0318
C 4.9911 2.1497 -0.6176
C 5.4599 3.0771 -1.5323
C 4.7051 4.2067 -1.8133
C 3.4957 4.3972 -1.1682
C 3.0100 3.4712 -0.2438
C 1.7069 3.7431 0.4327
Sb -0.0636 2.6078 -0.1385
C -0.3358 3.3471 -2.1150
C -1.4068 3.9021 0.8694
H 4.7497 -1.0945 -0.8047
H 3.6306 -2.4392 -1.0777
H 4.1946 -2.0807 0.5651
H 3.4046 0.7594 -2.3319
H 1.7550 1.3879 -2.2359
H 2.0247 -0.2596 -2.8151
H 4.0796 0.7721 1.4927
H 2.5699 1.6561 1.6976
H 5.5857 1.2724 -0.3882
H 6.4138 2.9225 -2.0184
H 5.0629 4.9430 -2.5201
H 2.9147 5.2896 -1.3709
H 1.3670 4.7531 0.1987
H 1.7696 3.6631 1.5190
H -0.3548 4.4349 -2.0596
H -1.2837 2.9895 -2.5103
H 0.4719 3.0380 -2.7731
H -1.1638 4.9241 0.5814
H -1.3029 3.7997 1.9474
H -2.4271 3.6645 0.5856
Cl -7.7792 -5.4868 -1.1183
C -6.4010 -4.4473 -1.0157
C -5.5046 -4.4012 -2.0744
C -4.4035 -3.5687 -1.9838
C -4.2003 -2.7923 -0.8458
C -5.1133 -2.8455 0.2038
C -6.2181 -3.6752 0.1222
C -2.9935 -1.9217 -0.7806
O -2.1996 -1.8279 -1.7166
O -2.8129 -1.2715 0.3291
H -5.6782 -5.0102 -2.9500
H -3.6891 -3.5073 -2.7930
H -4.9615 -2.2253 1.0764
H -6.9405 -3.7277 0.9244
O -2.1561 1.1368 0.7016
*
```

=====

Formula: C9H16NO
Source: the OMol25 dataset
Level of theory: ωB97M-V with the def2-TZVPD basis set

Summary:
- Largest force on an atom: 0.80 eV/A
- HOMO energy: -11.076 eV
- HOMO-LUMO gap: 0.274 Ha

```
! wB97M-V def2-TZVPD RIJCOSX def2/J DEFGRID3
* xyz 1 1
C 1.3224 -3.1169 1.1010
C 1.3483 -2.3811 -0.2160
N 0.6191 -4.4648 0.9429
H 2.2940 -3.3333 1.5306
H 0.7356 -2.5636 1.8267
H 1.6082 -3.0186 -1.0565
H 2.1708 -1.6594 -0.2028
H 0.9291 -4.9439 0.0965
H 0.8205 -5.0831 1.7296
H -0.3929 -4.3207 0.9018
H 0.4414 -1.8000 -0.3794
C -1.1712 4.2219 -1.8712
C -0.3877 0.8258 0.6231
C -0.1104 2.1068 1.0681
C -0.9376 0.6098 -0.6238
C -0.4039 3.1823 0.2433
C -1.1860 1.7121 -1.4427
C -0.9368 3.0014 -1.0318
O -0.1765 -0.2840 1.4488
H -0.2072 0.0394 2.3615
H 0.4423 2.2526 1.9882
H -1.2794 -0.3572 -0.9537
H -0.1894 4.1696 0.6401
H -1.6235 1.5021 -2.4090
H -0.2341 4.6589 -2.1951
H -1.7436 4.9833 -1.3403
H -1.7516 4.0607 -2.7799
*
```

=====

Formula: C4H7NO
Source: the OMol25 dataset
Level of theory: ωB97M-V with the def2-TZVPD basis set

Summary:
- Largest force on an atom: 3.57 eV/A
- HOMO energy: -10.086 eV
- HOMO-LUMO gap: 0.398 Ha

```
! wB97M-V def2-TZVPD RIJCOSX def2/J DEFGRID3
* xyz 0 1
C 1.9268 -0.7006 0.1287
C 0.5918 -0.1824 -0.3867
O -0.4392 -0.4020 0.5766
C -1.7089 0.1071 0.2737
C -1.8555 1.2374 -0.6175
N -2.1697 1.8040 -1.5794
H 1.8600 -1.7515 0.4238
H 2.6779 -0.6204 -0.6677
H 2.2838 -0.1196 0.9849
H 0.3104 -0.6964 -1.3131
H 0.6655 0.8934 -0.5962
H -2.2571 0.0948 1.2227
H -2.4186 -0.2593 -0.6438
*
```

=====

Formula: C2H2FNO
Source: the OMol25 dataset
Level of theory: ωB97M-V with the def2-TZVPD basis set

Summary:
- Largest force on an atom: 3.08 eV/A
- HOMO energy (alpha / beta): -8.474 / -10.861 eV
- HOMO-LUMO gap (alpha / beta): 0.288 / 0.378 Ha

```
! wB97M-V def2-TZVPD RIJCOSX def2/J DEFGRID3
* xyz 0 1
C 2.1378 0.0010 0.0910
C 0.9025 0.5785 0.3414
N 3.1521 -0.4445 -0.3043
O -0.0057 0.5576 1.2850
F 0.7267 1.6027 -0.5164
H 0.3410 -1.9102 -0.1464
H -0.7220 1.2237 0.8987
*
```

=====

Formula: C18H27N2O5P2SZn
Source: the OMol25 dataset
Level of theory: ωB97M-V with the def2-TZVPD basis set

Summary:
- Largest force on an atom: 2.58 eV/A
- HOMO energy: -11.599 eV
- HOMO-LUMO gap: 0.316 Ha

```
! wB97M-V def2-TZVPD RIJCOSX def2/J DEFGRID3
* xyz 1 1
Zn 0.0604 -0.1994 -0.5158
P 0.2001 -1.7752 -2.1643
C -1.1479 -2.9848 -1.8178
C -1.7887 -2.7073 -0.4681
N -1.3676 -1.6370 0.2634
C -1.8781 -1.5023 1.5088
C -2.7706 -2.4279 2.0491
C -3.2066 -3.4996 1.2889
C -2.7278 -3.6341 -0.0107
C -1.4767 -0.3676 2.4461
P -1.6800 1.3934 2.0558
H -3.0967 -4.4202 -0.6889
H -3.1061 -2.2657 3.0760
H -3.9184 -4.2118 1.6867
H -2.0969 -0.4506 3.3609
H -0.4400 -0.5035 2.8004
H -1.8466 -3.1227 -2.6333
H -0.6494 -3.9724 -1.7275
H -3.8140 0.6926 -2.8098
O -4.7751 0.6394 -2.9593
H -4.9388 -0.3196 -2.8054
H -1.5200 1.8575 0.6865
O -0.3558 1.7662 -0.0111
H -0.7385 2.4086 -0.6393
C -3.2422 1.9828 2.6662
H -3.3403 1.7623 3.7318
H -3.3042 3.0622 2.5115
H -4.0713 1.5073 2.1371
C -0.3381 2.2306 2.8718
H 0.0875 2.9733 2.1929
H -0.7351 2.7165 3.7635
H 0.4476 1.5170 3.1317
C 1.5807 -2.9461 -2.2262
H 1.3142 -3.8535 -2.7765
H 2.4455 -2.4912 -2.7097
H 1.8624 -3.2116 -1.2060
C 0.1070 -1.0402 -3.8308
H 0.8740 -0.2523 -3.8657
H 0.3023 -1.7431 -4.6504
H -0.8642 -0.5534 -3.9918
O 2.4937 1.1913 -1.3417
C 2.7700 0.6226 -0.2728
N 1.8213 -0.0908 0.4346
S 2.3600 -0.9661 1.7331
O 1.8032 -0.4809 2.9870
O 2.2605 -2.3572 1.4158
C 4.0026 -0.3325 1.5196
C 5.1108 -0.5923 2.3246
C 6.3280 0.0213 1.9920
C 6.4086 0.8703 0.8763
C 5.2888 1.1096 0.0793
C 4.0634 0.5363 0.4451
H 5.0079 -1.2596 3.1780
H 7.2059 -0.1611 2.6117
H 7.3683 1.3212 0.6337
H 5.3306 1.7698 -0.7847
*
```

=====

Record order is preserved below.
Energy above the lowest of the compared OMol25 structures with the same formula, charge and spin: 4.48, 58.39, 6.89, 76.24, 36.83, 22.11, 75.56, 19.15, 5.39, 67.63, 108.63, 6.75 kcal/mol